C18H16BN3O3S | ωB97M-V/def2-TZVPD

Atoms and positions in Å:
1 S -3.06285 -3.01533 0.37526
2 O -4.90846 1.40057 2.91203
3 O 1.99853 1.10270 0.74551
4 O -3.14137 -0.24469 3.16829
5 N 3.01552 -0.32188 -0.77662
6 N -1.28088 -1.16624 1.17427
7 N 6.78552 1.52199 -0.81950
8 C 0.58089 -1.82046 -0.74742
9 C 0.81632 -0.76101 0.12107
10 C 4.27121 0.31461 -0.80402
11 C 2.00726 0.07160 0.06682
12 C -4.17996 -1.58335 0.37052
13 C 5.32508 -0.20402 -1.55569
14 C -0.59167 -2.52113 -0.65551
15 C -3.52379 0.75337 0.78518
16 C 5.78300 2.01647 -0.14487
17 C -2.88676 1.91431 0.41133
18 C -2.38597 0.90734 -1.72455
19 C -3.03861 -0.23789 -1.34674
20 C -3.62635 -0.32077 -0.10449
21 C 6.52492 0.43651 -1.53686
22 C -0.18689 -0.44868 1.01053
23 C -2.32823 1.98135 -0.83935
24 C -1.49591 -2.16013 0.31650
25 C 4.55150 1.43652 -0.05504
26 B -3.91389 0.62118 2.37108
27 H -1.84780 2.89497 -1.12518
28 H 2.93279 -1.23122 -1.21946
29 H -1.93148 0.94929 -2.67361
30 H -3.11762 -1.08660 -2.01256
31 H 3.77321 1.95759 0.46342
32 H -4.49743 -1.46587 1.44618
33 H -2.45531 -0.64975 2.59945
34 H -2.71146 2.71589 1.13027
35 H 5.99741 2.90192 0.45705
36 H -5.06618 -1.83630 -0.17609
37 H -0.81123 -3.33421 -1.32477
38 H -0.08773 0.39645 1.69176
39 H -5.05766 1.16159 3.85082
40 H 5.12789 -1.05963 -2.14694
41 H 7.33954 0.05534 -2.17136
42 H 1.30490 -2.04241 -1.50672

Structure (SMILES)   O=C(Nc1ccncc1)c1ccc(SCc2ccccc2B(O)O)nc1
Gap between HOMO and LUMO   8.618 eV
2S+1   1
Lowest unoccupied orbital energy   -0.418 eV
Total charge   0
Energy relative to the best compared isomer or geometry (same formula, charge and spin)   0.00 kJ/mol

C18H16BrN3O4S | ωB97M-V/def2-TZVPD

Atoms and positions in Å:
1 Br -8.26537 -0.31413 0.27679
2 S 2.46517 -4.85992 -0.83621
3 O 0.56479 -1.38817 1.05577
4 O 2.65779 3.15396 -0.18939
5 O 4.82297 -0.03907 2.64869
6 O 4.81395 -1.92606 1.63220
7 N 2.94929 -2.39652 -0.11487
8 N 4.46201 -0.76055 1.74701
9 N 0.69569 -2.96028 -0.59747
10 C -5.79977 -1.56437 -0.42349
11 C -3.64928 -1.04436 0.55078
12 C 2.69247 1.80646 -0.23906
13 C 1.82832 3.86210 -1.09442
14 C -2.21864 -1.22443 0.66949
15 C 2.03147 -3.31003 -0.49459
16 C 2.00730 1.01301 -1.16438
17 C -6.39094 -0.61126 0.39241
18 C 0.00939 -2.07696 0.22732
19 C 3.49469 1.17358 0.70219
20 C 1.94051 5.34005 -0.75685
21 C 3.59716 -0.21103 0.74827
22 C -1.43557 -2.05846 -0.02978
23 C 2.86919 -1.01683 -0.14894
24 C -4.43922 -1.77615 -0.34198
25 C -5.63534 0.12794 1.28919
26 C 2.10282 -0.36010 -1.11459
27 C -4.27544 -0.09240 1.36305
28 H 1.31713 5.92114 -1.43007
29 H 2.97229 5.66516 -0.85431
30 H 2.15822 3.68180 -2.12674
31 H 0.14776 -3.66907 -1.07073
32 H -3.98923 -2.52056 -0.97932
33 H 3.79881 -2.76609 0.31862
34 H -6.10888 0.86477 1.91947
35 H -1.81720 -2.72050 -0.79179
36 H 1.40030 1.46103 -1.93465
37 H -3.68249 0.48028 2.06054
38 H 1.57555 -0.94858 -1.84920
39 H 0.78774 3.52569 -0.99098
40 H 4.05192 1.76653 1.41047
41 H 1.61910 5.51161 0.26648
42 H -1.72328 -0.60636 1.40950
43 H -6.40308 -2.13290 -1.11443

Structure (SMILES)   CCOc1ccc(NC(=S)NC(=O)/C=C/c2ccc(Br)cc2)c([N+](=O)[O-])c1
Gap between HOMO and LUMO   7.278 eV
2S+1   1
Lowest unoccupied orbital energy   -0.937 eV
Total charge   0

C18H16ClNO2 | ωB97M-V/def2-TZVPD

Atoms and positions in Å:
1 Cl 5.33595 1.60831 0.58618
2 O 2.88512 0.47827 1.41678
3 O -0.67956 1.85905 -0.65894
4 N -1.53721 -0.75489 0.38202
5 C 0.41135 1.09924 -0.17584
6 C 4.57448 0.26071 -0.17812
7 C -3.32921 -2.26665 0.84294
8 C -4.24684 -1.34123 0.43307
9 C 4.55881 -1.42668 -1.87278
10 C 2.74845 -1.27807 -0.29507
11 C -3.81922 -0.07733 -0.02991
12 C -1.97202 -1.90955 0.79842
13 C 0.55391 1.22343 1.34351
14 C 5.17470 -0.34613 -1.26298
15 C -2.41418 0.17824 -0.04644
16 C 1.58606 0.25694 1.92606
17 C -1.96108 1.44465 -0.52428
18 C -4.73113 0.89855 -0.46493
19 C 3.35107 -1.88622 -1.38354
20 C -4.26891 2.10673 -0.91144
21 C -2.90135 2.37144 -0.93989
22 C 3.34638 -0.18869 0.33003
23 H -4.95817 2.86621 -1.24848
24 H 6.11801 0.03107 -1.62460
25 H -5.30658 -1.55534 0.45467
26 H 1.80667 -1.66554 0.05874
27 H 5.02298 -1.90206 -2.72231
28 H 1.28407 1.53003 -0.67519
29 H 0.83324 2.24885 1.59097
30 H 0.30113 0.05314 -0.46715
31 H -1.21003 -2.60697 1.12549
32 H 2.86323 -2.72899 -1.84945
33 H -0.40798 1.00301 1.80817
34 H -5.78741 0.67543 -0.44293
35 H -2.53734 3.32107 -1.29961
36 H 1.67419 0.43757 3.00212
37 H 1.26191 -0.77584 1.77608
38 H -3.62350 -3.24176 1.19866

Structure (SMILES)   Clc1ccccc1OCCCOc1cccc2cccnc12
Gap between HOMO and LUMO   8.334 eV
2S+1   1
Lowest unoccupied orbital energy   0.202 eV
Total charge   0
Energy relative to the best compared isomer or geometry (same formula, charge and spin)   0.00 kJ/mol

C18H16Co2NO6 | ωB97M-V/def2-TZVPD

Atoms and positions in Å:
1 Co -1.83949 1.21493 -2.94188
2 Co -0.36103 -0.49203 -1.99898
3 O 0.22404 3.04712 -3.88727
4 O -0.95363 -1.51559 -4.68357
5 O -3.54668 3.38210 -2.05169
6 O -3.46792 0.70030 -5.29822
7 O 2.15251 0.63522 -2.95764
8 O 0.77701 -3.06998 -1.23927
9 N -1.30095 -1.26540 2.17353
10 C 1.48829 2.35019 -0.37579
11 C -2.82728 0.89653 -4.35741
12 C 1.14237 0.26895 -2.53198
13 C -1.58092 -2.80087 4.09482
14 C 2.48993 1.27413 1.56508
15 C 0.28971 -2.07145 -1.56988
16 C 1.40422 1.38385 0.65468
17 C -1.21196 -2.65774 2.63249
18 C -0.51900 0.30046 -0.36326
19 C 0.23978 0.52324 0.74251
20 C 3.64019 2.03664 1.38456
21 C 3.71914 2.95276 0.32340
22 C -0.92573 -0.87950 -3.71167
23 C -2.86738 2.50973 -2.38311
24 C -1.64930 0.41401 -1.11331
25 C -0.53654 2.26566 -3.49795
26 C 0.16694 -3.21750 2.36434
27 C 2.63727 3.11459 -0.54786
28 H -0.87851 -2.27193 4.74521
29 H -1.90232 -0.71223 2.78035
30 H 2.68029 3.82738 -1.37250
31 H 4.48464 1.91134 2.06615
32 H 0.44887 -3.14529 1.31159
33 H -1.93179 -3.23453 2.03050
34 H 0.92664 -2.69729 2.95716
35 H 4.62314 3.54224 0.17699
36 H 2.40287 0.55635 2.38539
37 H -2.58590 -2.41812 4.28599
38 H -1.56995 -3.85788 4.37278
39 H 0.06878 -0.00138 1.68520
40 H -1.71012 -1.22553 1.24069
41 H -2.64976 0.19258 -0.71360
42 H 0.19400 -4.27463 2.64344
43 H 0.61556 2.50854 -1.02003

Gap between HOMO and LUMO   5.487 eV
2S+1   1
Lowest unoccupied orbital energy   2.719 eV
Total charge   -1
Energy relative to the best compared isomer or geometry (same formula, charge and spin)   222.73 kJ/mol

C18H16CrN6O2S2 | ωB97M-V/def2-TZVPD

Atoms and positions in Å:
1 Cr -0.33221 0.05924 0.36532
2 S -1.68359 -1.79809 -0.30607
3 S 1.68836 -1.30468 0.93765
4 O -0.98007 0.11918 2.31188
5 O -2.00067 1.22816 0.74321
6 N -0.18756 -0.99456 -2.43443
7 N -0.12157 -2.69250 2.25207
8 N -1.41286 -2.90970 -2.71953
9 N 0.90376 1.67386 0.28451
10 N 1.61184 -1.85793 3.56479
11 N 0.19595 -0.02717 -1.54157
12 C 2.39154 2.88602 -1.18155
13 C -0.78398 -3.17914 3.30716
14 C 2.70228 3.73414 -0.16140
15 C 1.22729 2.52034 1.27235
16 C -4.86649 2.15335 4.75684
17 C 1.07456 0.89297 -1.92922
18 C 2.10720 3.55683 1.11183
19 C -1.00478 -1.85557 -1.94020
20 C 1.03559 -1.97832 2.35619
21 C 1.47242 1.82996 -0.96520
22 C -3.77009 1.41915 5.19054
23 C -2.96110 1.32171 2.93257
24 C -4.05695 2.05841 2.49744
25 C -2.81602 1.00024 4.27754
26 C -5.01102 2.47212 3.41297
27 C 0.99155 -2.37084 4.60499
28 C -1.94308 0.87682 1.95228
29 C -0.24206 -3.03526 4.55077
30 H 2.33565 4.20954 1.94063
31 H -1.22449 -2.82433 -3.70441
32 H -2.26249 -3.37347 -2.45497
33 H -5.86700 3.04422 3.08047
34 H -3.66064 1.17751 6.23964
35 H 3.40574 4.54071 -0.32279
36 H -0.73034 -3.41928 5.43174
37 H -1.95192 0.42920 4.59059
38 H -0.54903 -2.71182 1.31093
39 H 1.45226 0.89112 -2.94360
40 H 1.49365 -2.24632 5.55929
41 H 2.83422 2.99965 -2.16233
42 H 0.75178 2.32843 2.22758
43 H -4.14486 2.29613 1.44606
44 H -1.72313 -3.67343 3.10109
45 H -5.61181 2.48014 5.47066

Gap between HOMO and LUMO (alpha / beta)   4.704 / 7.039 eV
2S+1   5
Lowest unoccupied orbital energy (alpha / beta)   -0.555 / -0.506 eV
<S²>   6.050
Total charge   0
Energy relative to the best compared isomer or geometry (same formula, charge and spin)   0.00 kJ/mol

C18H16CrNO4PS6 | ωB97M-V/def2-TZVPD

Atoms and positions in Å:
1 Cr 0.03503 1.72046 1.20319
2 S -2.79581 3.49015 7.86021
3 S -0.03521 3.72709 2.66407
4 S -1.33678 4.15151 5.33338
5 S -1.78781 2.91093 -1.29580
6 S -2.13583 1.50000 5.72241
7 S -1.11747 0.45964 3.09232
8 P 0.90389 0.11732 -0.44445
9 O -2.58393 1.83390 -1.94490
10 O 3.87194 0.01028 1.78507
11 O -1.96147 -0.36959 -0.22921
12 O 1.89129 1.06618 1.96913
13 N -0.97341 2.63727 -0.12432
14 C 1.50370 -2.58701 -1.11946
15 C -0.02098 0.87535 -4.91841
16 C 2.86021 0.53115 1.32176
17 C 1.35339 -4.37221 0.49020
18 C -0.90336 3.07028 4.03146
19 C 1.01646 -1.68578 -0.17734
20 C 0.88806 -3.47461 1.43844
21 C 0.63702 0.32141 -2.25186
22 C -3.06673 -1.21621 -0.00604
23 C 0.71272 -2.13565 1.10620
24 C 1.65975 -3.92821 -0.79121
25 C -1.30947 1.78772 4.20956
26 C -0.22816 -0.51080 -2.96253
27 C 2.67213 0.54463 -0.20728
28 C 0.81250 1.73060 -4.21304
29 C 1.12820 1.45976 -2.88636
30 C -0.54632 -0.24341 -4.28733
31 C -2.11963 3.06455 6.37349
32 H 1.76222 -2.24305 -2.11447
33 H 0.66548 -3.80845 2.44432
34 H -0.66897 -1.36506 -2.46284
35 H 0.34483 -1.42980 1.84664
36 H 2.03074 -4.62451 -1.53415
37 H -0.27773 1.09091 -5.94890
38 H 3.37493 -0.12871 -0.69317
39 H -1.22398 -0.90012 -4.82060
40 H 1.49267 -5.41558 0.74984
41 H -2.22795 0.34690 -0.84219
42 H 1.74919 2.15545 -2.33564
43 H -3.38656 -1.73249 -0.92089
44 H -2.76840 -1.96166 0.73035
45 H 1.20385 2.62385 -4.68630
46 H -3.92034 -0.66341 0.39761
47 H 2.82609 1.56906 -0.55099

Gap between HOMO and LUMO (alpha / beta)   5.128 / 5.254 eV
2S+1   5
Lowest unoccupied orbital energy (alpha / beta)   4.312 / 4.310 eV
<S²>   6.035
Total charge   -2
Energy relative to the best compared isomer or geometry (same formula, charge and spin)   77.47 kJ/mol